#i
ORCA calculation (the ωB97M-V functional and the def2-TZVPD basis) on a cluster of 2 separate species, C8H19NO in total.

Output
LUMO (eV): 0.8311
Frontier orbital gap (eV): 9.96
SMILES: CCN(C)C(C)=O.CCC
Molar mass (g mol⁻¹): 145.25

Each line ends with the Mulliken charge.
Geometry (Å):
C (1.226, -0.248, -3.138)  -1.10
C (-0.171, -0.715, -2.745)  -0.56
N (-0.313, -0.759, -1.283)  0.26
C (-0.007, -2.085, -0.725)  -1.22
C (-1.094, 0.032, -0.465)  0.81
C (-1.480, 1.294, -1.232)  -1.44
O (-1.615, -0.433, 0.526)  -0.59
H (1.950, -1.049, -3.096)  0.29
H (1.551, 0.659, -2.617)  0.27
H (1.230, 0.284, -4.094)  0.40
H (-0.880, -0.030, -3.207)  0.24
H (-0.351, -1.706, -3.123)  0.45
H (-0.984, -2.534, -0.563)  0.37
H (0.444, -2.686, -1.464)  0.48
H (0.713, -2.089, 0.079)  0.23
H (-0.547, 1.851, -1.304)  0.31
H (-1.960, 0.993, -2.158)  0.43
H (-2.208, 1.955, -0.759)  0.36
C (0.400, -0.285, 3.023)  -1.26
C (0.584, 1.161, 2.577)  0.41
C (1.878, 1.799, 3.058)  -1.27
H (1.252, -0.813, 2.562)  0.24
H (0.739, -0.407, 4.059)  0.42
H (-0.529, -0.808, 2.871)  0.33
H (0.491, 1.215, 1.499)  -0.16
H (-0.228, 1.730, 3.010)  0.28
H (2.302, 2.432, 2.271)  0.39
H (1.904, 2.355, 3.988)  0.30
H (2.645, 1.034, 3.096)  0.32



#ii
ORCA calculation (the ωB97M-V functional and the def2-TZVPD basis) on a structure of composition C8H19NO.

Output
LUMO (eV): 1.0362
Frontier orbital gap (eV): 9.94
Molar mass (g mol⁻¹): 145.25

Each line ends with the Mulliken charge.
Geometry (Å):
C (0.493, 0.697, 0.248)  1.10
C (1.763, 0.475, -0.643)  0.44
C (-2.202, -0.417, 0.539)  0.51
C (0.864, 0.762, 1.736)  -2.00
C (2.513, -0.803, -0.254)  -1.44
C (1.406, 0.427, -2.131)  -1.45
C (-2.613, -0.666, -0.817)  -0.95
C (-2.260, -1.506, 1.561)  -1.32
N (-0.204, 1.966, -0.062)  -0.72
O (-0.375, -0.369, 0.008)  -0.60
H (2.420, 1.336, -0.471)  0.30
H (-2.279, 0.604, 0.902)  0.38
H (0.408, 2.758, 0.107)  0.28
H (-0.467, 1.989, -1.041)  0.25
H (-0.018, 1.049, 2.308)  0.46
H (1.203, -0.209, 2.086)  0.39
H (1.649, 1.500, 1.913)  0.41
H (2.937, -0.740, 0.748)  0.35
H (1.833, -1.654, -0.290)  0.25
H (2.306, 0.282, -2.731)  0.46
H (0.934, 1.348, -2.477)  0.35
H (0.727, -0.403, -2.329)  0.25
H (3.340, -0.984, -0.944)  0.43
H (-2.955, -1.672, -1.041)  0.33
H (-3.158, 0.134, -1.309)  0.28
H (-1.386, -0.556, -1.070)  0.23
H (-1.938, -2.456, 1.136)  0.32
H (-3.299, -1.618, 1.888)  0.38
H (-1.642, -1.274, 2.427)  0.32



Energy comparison, zero being the most stable, in kJ/mol: #i 0.0; #ii 109.1.



#i
ORCA calculation (the ωB97M-V functional and the def2-TZVPD basis) on a cluster of 2 separate species, C8H19NO in total.

Output
LUMO (eV): 0.7724
Frontier orbital gap (eV): 10.50
SMILES: CNC(C)=O.CCCCC
Molar mass (g mol⁻¹): 145.25

Each line ends with the Mulliken charge.
Geometry (Å):
C (-3.007, 0.412, 0.413)  -0.82
N (-2.289, -0.560, -0.412)  -0.13
C (-1.360, -1.327, 0.198)  0.58
C (-0.606, -2.308, -0.739)  -0.97
O (-1.153, -1.349, 1.450)  -0.66
H (-2.439, 0.492, 1.366)  0.32
H (-2.881, 1.392, -0.059)  0.29
H (-4.104, 0.205, 0.586)  0.29
H (-2.500, -0.574, -1.437)  0.25
H (-0.834, -2.081, -1.830)  0.32
H (-1.050, -3.275, -0.482)  0.38
H (0.487, -2.305, -0.474)  0.06
C (2.828, -1.298, -0.029)  -1.27
C (2.065, -0.235, 0.787)  -0.23
C (1.391, 0.680, -0.146)  -0.60
C (0.404, 1.571, 0.483)  -0.06
C (-0.189, 2.625, -0.420)  -1.27
H (2.109, -1.437, -0.881)  0.37
H (3.774, -0.804, -0.411)  0.34
H (3.067, -2.316, 0.442)  0.28
H (2.727, 0.221, 1.471)  0.48
H (1.211, -0.685, 1.324)  0.19
H (2.154, 1.080, -0.875)  0.44
H (0.829, 0.112, -0.842)  0.10
H (0.812, 2.158, 1.325)  0.38
H (-0.394, 0.935, 0.929)  0.01
H (-0.677, 2.153, -1.297)  0.25
H (-0.939, 3.146, 0.319)  0.29
H (0.564, 3.371, -0.759)  0.38



#ii
ORCA calculation (the ωB97M-V functional and the def2-TZVPD basis) on a cluster of 2 separate species, C8H19NO in total.

Output
LUMO (eV): 0.7964
Frontier orbital gap (eV): 9.64
SMILES: CCN(C)C(C)=O.CCC
Molar mass (g mol⁻¹): 145.25

Each line ends with the Mulliken charge.
Geometry (Å):
C (-2.220, -1.969, -1.814)  -1.04
C (-1.377, -1.412, -0.697)  -0.41
N (-0.772, -0.131, -1.126)  0.25
C (-0.863, 1.048, -0.326)  -1.22
C (0.046, -0.009, -2.236)  0.86
C (0.473, -1.119, -3.149)  -1.36
O (0.209, 1.134, -2.640)  -0.66
H (-3.091, -1.431, -2.157)  0.29
H (-2.432, -3.059, -1.767)  0.36
H (-1.556, -2.334, -2.607)  0.16
H (-1.990, -1.139, 0.166)  0.39
H (-0.601, -2.014, -0.231)  0.32
H (-0.091, 1.754, -0.666)  0.31
H (-1.454, 1.944, -0.571)  0.25
H (-0.712, 0.818, 0.721)  0.41
H (0.586, -2.074, -2.633)  0.34
H (-0.217, -1.101, -3.987)  0.29
H (1.441, -0.965, -3.621)  0.38
C (1.772, 1.974, 1.863)  -0.88
C (1.828, 0.709, 2.730)  -0.19
C (0.560, 0.504, 3.521)  -1.01
H (1.593, 2.908, 2.408)  0.35
H (0.957, 1.799, 1.160)  -0.02
H (2.550, 2.381, 1.208)  0.40
H (1.989, -0.096, 2.008)  0.22
H (2.769, 0.769, 3.268)  0.34
H (-0.218, -0.085, 3.019)  0.24
H (0.781, -0.206, 4.325)  0.33
H (0.039, 1.403, 3.832)  0.30



#iii
ORCA calculation (the ωB97M-V functional and the def2-TZVPD basis) on the molecule C8H19NO.

Output
LUMO (eV): 0.7850
Frontier orbital gap (eV): 9.01
SMILES: C[C@H](O)CNCC(C)(C)C
Molar mass (g mol⁻¹): 145.25

Each line ends with the Mulliken charge.
Geometry (Å):
C (-3.168, -0.148, -0.815)  -1.33
C (-2.353, 0.230, 0.423)  0.25
O (-1.778, 1.509, 0.245)  -0.58
C (-1.372, -0.924, 0.720)  -0.48
N (-0.377, -0.661, 1.733)  -0.32
C (0.585, 0.331, 1.400)  -1.39
C (1.440, 0.125, -0.106)  2.19
C (0.818, -0.038, -1.501)  -1.81
C (2.248, 1.429, -0.171)  -1.90
C (2.367, -1.073, 0.105)  -1.86
H (-2.509, -0.268, -1.676)  0.32
H (-3.884, 0.640, -1.040)  0.34
H (-3.712, -1.076, -0.654)  0.39
H (-3.010, 0.360, 1.288)  0.35
H (-1.235, 1.494, -0.552)  0.27
H (-0.811, -1.157, -0.226)  0.05
H (-1.965, -1.783, 1.043)  0.46
H (0.067, -1.528, 2.013)  0.29
H (1.333, 0.358, 2.194)  0.57
H (0.081, 1.288, 1.300)  0.49
H (0.408, -1.033, -1.664)  0.48
H (0.045, 0.703, -1.700)  0.29
H (1.594, 0.071, -2.264)  0.49
H (1.587, 2.279, -0.338)  0.41
H (2.800, 1.602, 0.750)  0.40
H (2.981, 1.410, -0.981)  0.45
H (3.051, -1.206, -0.735)  0.43
H (1.788, -1.991, 0.216)  0.34
H (2.982, -0.944, 0.995)  0.41



#iv
ORCA calculation (the ωB97M-V functional and the def2-TZVPD basis) on a cluster of 3 separate species, C8H19NO in total.

Output
LUMO (eV): 0.6890
Frontier orbital gap (eV): 10.54
Molar mass (g mol⁻¹): 145.25

Each line ends with the Mulliken charge.
Geometry (Å):
C (-2.520, 0.699, -0.768)  -0.79
C (-1.831, -0.646, -1.048)  0.58
C (-1.614, -3.025, -0.163)  -1.07
C (1.292, 3.225, -0.887)  -0.83
C (1.550, 1.785, -0.666)  -0.30
C (1.414, 1.200, 0.753)  -0.84
C (1.690, -0.298, 0.718)  -0.54
C (1.443, -1.338, 1.933)  -0.90
H (-2.747, 0.985, 0.324)  0.32
H (-3.385, 0.478, -1.468)  0.34
H (-1.746, 1.344, -1.237)  0.06
H (-2.717, -1.369, 0.666)  0.31
H (-1.067, -3.339, -0.997)  0.41
H (-1.062, -3.763, 0.564)  0.27
H (-2.526, -3.631, -0.245)  0.37
H (0.052, 3.178, -1.255)  0.13
H (1.348, 3.790, 0.442)  0.25
H (1.817, 3.489, -1.828)  0.30
H (2.655, 1.462, -0.951)  0.27
H (0.940, 1.136, -1.452)  0.22
H (1.904, 1.760, 1.433)  0.66
H (0.465, 1.513, 1.172)  0.43
H (2.771, -0.655, 0.446)  0.29
H (1.100, -0.731, -0.030)  0.16
H (0.406, -0.929, 2.410)  0.22
H (1.186, -2.587, 1.558)  0.14
H (2.358, -1.311, 2.705)  0.32
N (-1.766, -1.506, 0.040)  -0.17
O (-1.411, -0.917, -2.167)  -0.61



Energy comparison, zero being the most stable, in kJ/mol: #i 0.0; #ii 155.2; #iii 20.4; #iv 470.9.



#i
ORCA calculation (the ωB97M-V functional and the def2-TZVPD basis) on the molecule C3H10NS.

Output
Multiplicity: 2
LUMO (spin up / spin down) (eV): 0.7748 / 0.6898
Frontier orbital gap (spin up / spin down) (eV): 4.70 / 10.16
Molar mass (g mol⁻¹): 92.19

Each line ends with the Mulliken charge.
Geometry (Å):
C (0.578, -0.810, 0.210)  -1.13
C (-0.288, 0.384, -0.182)  -0.61
C (-0.532, 1.228, 1.047)  -0.78
S (-1.843, 2.504, 1.027)  -0.22
N (0.864, -1.675, -1.005)  -1.95
H (0.026, -1.463, 0.877)  0.46
H (1.570, -0.514, 0.534)  0.27
H (0.177, 0.984, -0.958)  0.37
H (-1.234, -0.020, -0.546)  0.41
H (-0.940, 0.603, 1.850)  0.30
H (0.343, 1.733, 1.444)  0.40
H (-1.532, 3.073, -0.150)  0.11
H (0.041, -1.944, -1.638)  0.61
H (1.159, -2.673, -0.816)  0.96
H (1.611, -1.412, -1.694)  0.81



#ii
ORCA calculation (the ωB97M-V functional and the def2-TZVPD basis) on a cluster of 2 separate species, C3H10NS in total.

Output
Multiplicity: 2
LUMO (spin up / spin down) (eV): 1.0702 / -2.1069
Frontier orbital gap (spin up / spin down) (eV): 9.72 / 6.47
Molar mass (g mol⁻¹): 92.19

Each line ends with the Mulliken charge.
Geometry (Å):
C (0.332, 1.624, 0.478)  -0.49
C (0.955, 1.191, -0.857)  -0.71
C (1.023, -0.374, -1.111)  -0.52
S (-0.410, -1.277, -0.568)  -0.13
N (-1.126, 1.692, 0.413)  -0.53
H (0.701, 2.638, 0.760)  0.32
H (0.571, 0.975, 1.330)  0.30
H (0.268, 1.478, -1.645)  0.34
H (1.862, 1.734, -1.082)  0.39
H (1.179, -0.478, -2.206)  0.35
H (1.943, -0.732, -0.632)  0.30
H (-2.367, -5.806, 1.634)  0.00
H (-1.490, 2.090, 1.271)  0.20
H (-1.501, 0.815, 0.023)  0.18
H (-1.939, -5.569, 2.193)  0.00



Energy comparison, zero being the most stable, in kJ/mol: #i 71.4; #ii 0.0.



#i
ORCA calculation (the ωB97M-V functional and the def2-TZVPD basis) on a cluster of 2 separate species, C6H14NO in total.

Output
LUMO (eV): -3.4650
Frontier orbital gap (eV): 10.61
Net charge: +1
Molar mass (g mol⁻¹): 116.18

Each line ends with the Mulliken charge.
Geometry (Å):
C (3.193, 0.465, -0.140)  -0.65
C (2.761, 1.008, -1.502)  -0.57
C (1.779, 0.361, -0.517)  0.33
C (-1.921, -0.784, 1.593)  -0.96
C (-2.810, 0.153, -0.406)  -0.93
C (1.158, -0.831, -0.900)  -0.11
N (-1.618, -0.061, 0.446)  0.10
O (0.076, -1.014, -1.503)  -0.65
H (3.752, -0.516, -0.329)  0.24
H (3.678, 1.161, 0.632)  0.28
H (2.738, 2.141, -1.465)  0.27
H (2.769, 0.409, -2.384)  0.32
H (1.060, 1.074, -0.017)  0.16
H (-1.996, -1.762, 1.141)  0.43
H (-1.026, -0.852, 2.346)  0.31
H (-2.853, -0.448, 2.126)  0.35
H (-3.238, 1.170, -0.290)  0.33
H (-2.541, 0.165, -1.424)  0.41
H (-3.448, -0.709, -0.261)  0.38
H (1.671, -1.794, -0.645)  0.39
H (-1.177, 0.841, 0.633)  0.34
H (-1.148, -0.654, -0.246)  0.25



#ii
ORCA calculation (the ωB97M-V functional and the def2-TZVPD basis) on the ion C6H14NO with charge +1.

Output
LUMO (eV): -5.0589
Frontier orbital gap (eV): 9.25
Net charge: +1
SMILES: CC(C)(C)[C@H](O)C=[NH2+]
Molar mass (g mol⁻¹): 116.18

Each line ends with the Mulliken charge.
Geometry (Å):
C (1.616, 0.912, -0.886)  -1.77
C (0.800, -0.060, 0.026)  1.60
C (0.876, 0.394, 1.507)  -1.43
C (1.357, -1.493, -0.133)  -1.61
C (-0.827, -0.084, -0.589)  -0.32
O (-1.223, 1.264, -0.724)  -0.59
C (-2.114, -0.664, 0.043)  0.01
N (-2.969, 0.111, 0.623)  -0.20
H (1.117, 1.854, -0.886)  0.55
H (2.627, 1.073, -0.551)  0.42
H (1.631, 0.531, -1.921)  0.37
H (1.884, 0.171, 1.857)  0.43
H (0.760, 1.572, 1.408)  0.31
H (0.033, 0.014, 2.116)  0.31
H (2.461, -1.525, 0.130)  0.37
H (1.196, -1.738, -1.153)  0.48
H (0.915, -2.420, 0.378)  0.31
H (-0.635, -0.646, -1.477)  0.50
H (-0.716, 1.638, -1.448)  0.35
H (-2.080, -1.774, -0.060)  0.38
H (-2.841, 1.060, 0.643)  0.22
H (-3.867, -0.192, 1.098)  0.31



Energy comparison, zero being the most stable, in kJ/mol: #i 92.8; #ii 0.0.



#i
ORCA calculation (the ωB97M-V functional and the def2-TZVPD basis) on a cluster of 2 separate species, C2H8N2O in total.

Output
LUMO (eV): 0.9202
Frontier orbital gap (eV): 8.53
SMILES: N/C=C/N.O
Molar mass (g mol⁻¹): 76.10

Each line ends with the Mulliken charge.
Geometry (Å):
N (0.799, 3.447, -0.710)  -0.49
C (0.421, 2.188, -0.300)  -0.25
C (0.792, 1.099, -1.099)  -0.31
N (-0.025, -0.090, -1.116)  -0.68
H (0.735, 4.069, 0.090)  0.25
H (0.431, 3.935, -1.506)  0.24
H (0.282, 1.866, 0.730)  0.30
H (1.732, 1.082, -1.612)  0.39
H (-0.464, -0.149, -0.186)  0.25
H (-0.859, 0.228, -1.612)  0.31
O (-1.417, -5.405, 2.630)  -0.64
H (-1.253, -4.781, 1.934)  0.32
H (-2.062, -6.008, 2.243)  0.32



#ii
ORCA calculation (the ωB97M-V functional and the def2-TZVPD basis) on a cluster of 2 separate species, C2H8N2O in total.

Output
LUMO (eV): 0.9593
Frontier orbital gap (eV): 9.72
SMILES: [H]/N=C/NC.O
Molar mass (g mol⁻¹): 76.10

Each line ends with the Mulliken charge.
Geometry (Å):
H (0.770, 1.102, 1.199)  0.25
N (0.896, 0.754, 0.185)  -0.67
C (-0.340, 0.386, -0.063)  0.01
N (-0.873, 0.725, -1.374)  -0.27
C (-2.072, 0.102, -1.713)  -0.82
H (-1.100, -0.114, 0.589)  0.30
H (-0.003, 0.933, -1.893)  0.30
H (-2.123, -0.939, -1.359)  0.34
H (-2.211, 0.103, -2.870)  0.29
H (-2.823, 0.894, -1.398)  0.26
O (3.056, -1.329, 3.265)  -0.66
H (3.101, -2.005, 2.551)  0.32
H (3.724, -0.612, 2.881)  0.34



Energy comparison, zero being the most stable, in kJ/mol: #i 26.8; #ii 0.0.



#i
ORCA calculation (the ωB97M-V functional and the def2-TZVPD basis) on the molecule C2H8N2O.

Output
LUMO (eV): 1.0555
Frontier orbital gap (eV): 9.61
SMILES: NNCCO
Molar mass (g mol⁻¹): 76.10

Each line ends with the Mulliken charge.
Geometry (Å):
N (2.177, -0.046, 0.494)  -0.55
N (0.695, -0.519, 0.652)  -0.39
C (0.111, 0.134, -0.491)  -0.25
C (-1.470, -0.267, -0.388)  -0.62
O (-2.175, 0.657, 0.420)  -0.51
H (2.654, -0.598, -0.225)  0.22
H (2.713, -0.205, 1.353)  0.23
H (0.300, -0.095, 1.500)  0.25
H (0.179, 1.226, -0.453)  0.30
H (0.491, -0.280, -1.428)  0.36
H (-1.623, -1.271, 0.015)  0.35
H (-1.872, -0.247, -1.405)  0.29
H (-2.179, 1.512, -0.044)  0.32



#ii
ORCA calculation (the ωB97M-V functional and the def2-TZVPD basis) on a cluster of 2 separate species, C2H8N2O in total.

Output
LUMO (eV): 0.9381
Frontier orbital gap (eV): 9.28
SMILES: N/C=C/N.O
Molar mass (g mol⁻¹): 76.10

Each line ends with the Mulliken charge.
Geometry (Å):
N (-0.566, -1.857, 0.839)  -0.51
C (-0.234, -0.818, -0.092)  -0.63
C (0.925, -0.168, -0.022)  -0.01
N (1.379, 0.826, -0.898)  -0.58
H (-0.467, -1.527, 1.748)  0.23
H (-0.146, -2.758, 0.743)  0.22
H (-0.836, -0.571, -1.061)  0.32
H (1.613, -0.418, 0.772)  0.28
H (0.568, 1.382, -1.136)  0.32
H (1.940, 1.442, -0.437)  0.26
O (-1.208, 1.587, -0.049)  -0.60
H (-1.057, 0.786, 0.488)  0.44
H (-1.789, 2.097, 0.372)  0.27



#iii
ORCA calculation (the ωB97M-V functional and the def2-TZVPD basis) on a cluster of 2 separate species, C2H8N2O in total.

Output
LUMO (eV): -3.5281
Frontier orbital gap (eV): 4.92
Molar mass (g mol⁻¹): 76.10

Each line ends with the Mulliken charge.
Geometry (Å):
C (0.188, -1.363, -0.030)  -0.84
N (-0.538, -0.172, -0.413)  -0.08
C (0.150, 0.791, -1.292)  -0.33
N (1.200, 1.235, -0.544)  -0.38
H (-0.205, -1.661, 0.941)  0.38
H (-0.039, -2.210, -0.675)  0.31
H (1.245, -1.311, 0.227)  0.32
H (-0.532, 1.552, -1.684)  0.32
H (0.557, 0.190, -2.108)  0.33
H (-0.992, 0.608, 2.833)  0.21
H (-0.894, 0.340, 0.468)  0.36
H (0.990, 1.735, 0.325)  0.30
O (-1.129, 0.266, 1.951)  -0.88



Energy comparison, zero being the most stable, in kJ/mol: #i 41.8; #ii 0.0; #iii 497.7.